Below is 2 unconnected molecules or ions with the total composition C7H14, with properties calculated with ωB97M-V with the def2-TZVPD basis set.

Results
Relative energy (zero: lowest compared OMol25 entry of this formula, charge and spin)   114.2 kcal per mole
HOMO energy   -8.2 eV
DFT total energy   -7481.3416 eV
Charge   0
Frontier orbital gap   9.19 eV

Structure (XYZ):
```
21
Properties=species:S:1:pos:R:3:forces:R:3
C 1.10164 -1.64059 -0.66227 0.093 -0.190 0.082
C 0.96204 -1.42044 0.72038 -0.074 0.187 -0.119
C 1.49029 -0.22293 1.23766 0.097 -0.146 0.135
C -1.97085 -0.14726 1.01057 -0.025 0.068 -0.143
C -1.82670 0.32167 -0.22543 -0.010 -0.107 0.175
C -1.00059 1.53481 -0.57116 -0.033 0.070 0.050
C 0.39448 1.10135 -1.04073 0.010 0.120 -0.141
H 2.09089 -1.49897 -1.10507 -0.137 0.033 0.056
H 0.53575 -2.45123 -1.12070 0.106 0.110 0.084
H 0.63996 -0.46044 -0.96968 0.021 0.088 0.060
H 0.11845 -1.87897 1.23277 0.150 0.064 -0.075
H 2.51743 0.03947 0.97173 -0.153 -0.010 -0.023
H 0.91750 0.51138 0.31089 -0.012 -0.040 -0.117
H 1.22408 0.06431 2.25471 0.055 -0.052 -0.159
H -2.49522 -1.07580 1.22186 -0.006 0.160 -0.068
H -1.52968 0.37238 1.86077 -0.114 -0.046 -0.128
H -2.25119 -0.23629 -1.06210 0.052 0.064 0.122
H -1.50918 2.13431 -1.33986 0.074 -0.092 0.138
H -0.91396 2.16832 0.32055 0.011 -0.126 -0.086
H 1.12822 1.90869 -0.93016 -0.099 -0.131 0.002
H 0.37665 0.87624 -2.11470 -0.006 -0.025 0.155
```
Forces are in eV/Å.

Below is a gas-phase ion, C3H10N3O (charge +1), with properties calculated with ωB97M-V with the def2-TZVPD basis set.

Results
Relative energy (zero: lowest compared OMol25 entry of this formula, charge and spin)   39.0 kcal per mole
HOMO energy   -14.9 eV
DFT total energy   -9784.6094 eV
Charge   +1
Frontier orbital gap   11.76 eV
SMILES   C[C@@](N)([NH3+])C(N)=O

Structure (XYZ):
```
17
Properties=species:S:1:pos:R:3:forces:R:3
C 1.27121 -0.07496 0.04910 -1.012 3.674 -0.610
C -0.97846 0.06338 -1.28464 1.705 0.471 1.186
C -0.21660 -0.01773 0.16473 -3.062 0.147 -2.165
N 1.89739 1.08776 -0.11142 1.316 -0.015 -0.233
N -0.69880 1.01450 0.95325 0.793 0.866 2.041
N -0.54986 -1.41970 0.55668 3.322 1.203 3.843
O 1.73588 -1.16645 0.03853 2.472 -2.883 -0.182
H -2.01224 -0.28095 -1.24061 -0.055 0.324 0.361
H -0.48476 -0.53638 -2.04141 0.264 -0.069 -0.058
H -0.88869 1.11638 -1.52086 -0.381 0.027 -0.461
H 1.45263 2.00251 -0.07731 -0.010 -0.600 -0.026
H 2.89801 1.03204 -0.34320 -0.730 0.248 0.292
H -1.69152 0.98982 1.15411 0.120 0.182 -0.096
H -0.13231 1.17274 1.81457 -0.907 -0.116 -0.824
H -0.71572 -1.58426 1.55671 0.184 0.140 -0.284
H 0.41347 -1.76807 0.26924 0.114 -1.469 -0.075
H -1.29964 -1.63061 0.06252 -4.132 -2.131 -2.708
```
Forces are in eV/Å.

Below is a molecular structure, C29H29N5O2SV, with properties calculated with ωB97M-V with the def2-TZVPD basis set.

Results
Relative energy (zero: lowest compared OMol25 entry of this formula, charge and spin)   1.4 kcal per mole
HOMO energy (spin up / spin down)   -6.6 / -5.8 eV
DFT total energy   -78614.9039 eV
Expectation value of S²   0.779
Charge   0
Frontier orbital gap (spin up / spin down)   5.82 / 4.99 eV
Multiplicity   2

Structure (XYZ):
```
67
Properties=species:S:1:pos:R:3:forces:R:3
V 0.69295 -0.40658 0.25165 -0.170 0.626 0.286
C 1.50615 3.50265 -1.78799 0.002 -0.040 -0.017
C 0.08339 3.36821 -1.32522 0.014 0.014 0.024
C -0.68297 4.50708 -1.08488 0.009 0.011 0.015
C -1.99512 4.41603 -0.65120 0.010 -0.015 0.016
C -2.55587 3.16558 -0.43149 0.004 0.007 -0.005
C -1.81621 2.01026 -0.64823 -0.007 -0.016 -0.019
C -2.41625 0.65245 -0.39774 -0.020 -0.011 -0.001
C -0.49523 2.11117 -1.11439 -0.078 0.004 0.054
N 0.21355 0.90432 -1.28489 0.072 -0.113 -0.201
C 0.62725 0.57991 -2.53994 0.308 0.115 0.098
O 0.59185 1.26926 -3.55301 -0.102 0.004 -0.040
C 1.12964 -0.83705 -2.57677 -0.191 0.029 -0.018
C 1.49031 -1.54386 -3.71079 0.005 0.018 -0.023
C 1.72739 -2.90669 -3.59357 0.005 -0.021 0.038
C 1.54735 -3.53746 -2.36288 0.068 0.006 -0.024
C 1.18796 -2.76471 -1.27899 -0.061 0.026 -0.002
N 1.03265 -1.44317 -1.39545 0.068 -0.248 -0.182
C 0.78461 -3.27131 0.08010 -0.036 0.014 0.044
O 1.02994 -4.41242 0.43383 -0.016 -0.024 -0.002
N 0.11824 -2.28927 0.77136 0.014 -0.197 0.043
C -0.63303 -2.64048 1.91554 0.001 -0.027 0.030
C -1.53441 -3.71982 1.92414 -0.002 0.000 -0.022
C -1.82207 -4.54052 0.69953 0.006 0.012 -0.012
C -2.23838 -3.99136 3.09329 -0.002 -0.009 0.011
C -2.10320 -3.21337 4.23001 0.001 -0.001 -0.014
C -1.27626 -2.10354 4.18771 -0.008 0.001 -0.002
C -0.55777 -1.80342 3.04004 -0.003 -0.003 0.008
C 0.25381 -0.54516 2.96811 0.104 -0.123 0.089
H 1.92294 4.46342 -1.47811 -0.001 0.004 -0.015
H 1.56359 3.42160 -2.87339 -0.005 -0.002 -0.013
H 2.12465 2.69268 -1.39166 -0.038 0.028 -0.042
H -0.23675 5.48214 -1.25013 0.000 0.000 -0.006
H -2.57738 5.31277 -0.48150 -0.002 0.001 -0.005
H -3.58115 3.08226 -0.08981 0.000 0.001 0.000
H -3.46950 0.73650 -0.13157 -0.005 0.004 -0.006
H -1.92459 0.12569 0.43296 0.023 0.025 -0.019
H -2.32514 0.01168 -1.27547 0.002 -0.003 0.010
H 1.54758 -1.02053 -4.65506 -0.002 -0.008 -0.005
H 2.01160 -3.48510 -4.46254 0.001 -0.004 0.000
H 1.66146 -4.60456 -2.23255 0.005 -0.002 -0.009
H -1.78850 -3.92358 -0.20155 0.003 0.001 0.004
H -2.81634 -4.98109 0.77352 0.003 -0.004 0.001
H -1.08842 -5.33533 0.56822 0.007 -0.004 0.008
H -2.92506 -4.83015 3.09658 -0.003 0.001 0.001
H -2.66059 -3.45036 5.12675 0.000 -0.002 0.001
H -1.19041 -1.45315 5.05090 0.003 0.001 0.001
H 0.35006 -0.06723 3.94357 -0.001 -0.001 -0.002
H -0.23491 0.19790 2.32232 -0.044 0.061 -0.056
H 1.27397 -0.72683 2.60477 -0.012 -0.008 -0.019
C 4.57841 4.75446 1.03592 -0.005 -0.001 0.009
C 3.46621 3.77253 1.18401 0.062 -0.016 0.007
C 2.21419 4.06616 1.62687 -0.044 0.017 -0.008
C 1.25117 3.03210 1.66777 0.035 -0.037 0.007
N 1.53536 1.80110 1.28048 0.019 -0.087 -0.081
C 2.78839 1.49450 0.87623 -0.013 -0.029 0.037
S 3.15148 -0.06450 0.38604 0.082 0.002 0.028
N 3.72911 2.48837 0.84093 -0.026 0.028 0.008
C -0.11624 3.28962 2.19406 -0.005 0.005 0.031
H 4.27082 5.73433 1.38996 0.000 -0.001 0.001
H 4.86651 4.83705 -0.01366 -0.002 -0.003 -0.004
H 5.45314 4.43367 1.60383 -0.001 0.002 -0.002
H 1.95384 5.07360 1.91257 0.003 -0.002 0.000
H 4.64512 2.22977 0.50042 -0.003 -0.003 -0.004
H -0.33669 4.35319 2.23545 0.001 0.007 0.002
H -0.18221 2.87424 3.20344 -0.011 -0.001 -0.007
H -0.85582 2.79061 1.57110 -0.018 -0.012 -0.022
```
Forces are in eV/Å.

Below is 3 unconnected molecules or ions with the total composition C3H15N3O2, with properties calculated with ωB97M-V with the def2-TZVPD basis set.

Results
Relative energy (zero: lowest compared OMol25 entry of this formula, charge and spin)   71.6 kcal per mole
HOMO energy   -8.0 eV
DFT total energy   -11916.2278 eV
Charge   0
Frontier orbital gap   8.58 eV
SMILES   NCCNCN.O.O

Structure (XYZ):
```
23
Properties=species:S:1:pos:R:3:forces:R:3
C -1.04833 -0.30685 0.09664 1.150 2.691 2.387
N -0.72428 -1.68028 0.42782 -2.580 -0.136 -0.926
C 0.55672 -2.19751 0.30667 2.533 -1.106 -0.044
N 1.44242 -1.80666 1.40492 1.466 3.037 0.012
C -1.12021 0.30381 -1.37885 0.986 0.898 2.548
N -2.03732 1.43665 -1.32260 0.816 -1.704 1.009
H -0.16043 0.42340 0.31796 -1.316 -2.002 0.683
H -1.90615 -0.02300 0.94523 1.828 -0.281 -3.215
H -1.49973 -2.24582 0.79036 0.906 0.436 -0.443
H 1.05070 -1.89614 -0.70151 -0.651 -0.453 1.703
H 0.70154 -3.31067 0.44135 -1.185 0.858 -0.929
H 1.50729 -0.74846 1.49861 0.072 -1.704 -0.455
H 1.13246 -2.08227 2.31986 -0.491 -0.591 0.092
H -0.06377 0.54266 -1.74075 -1.051 0.095 0.719
H -1.30935 -0.55920 -1.90339 -1.897 -1.343 -2.322
H -2.56890 1.57662 -2.10035 -1.524 0.414 -2.456
H -1.81152 2.30421 -0.88609 0.779 -0.031 0.345
H 3.09430 1.36832 -2.02908 -0.349 1.003 0.320
H 2.38287 2.82952 -1.70440 2.280 -2.299 0.286
O 3.18105 2.19532 -1.50997 -1.950 1.284 -0.595
H -0.19275 0.50236 2.02446 1.193 -1.698 0.685
H -0.08301 2.00806 2.67404 -0.638 -2.031 -1.153
O -0.52360 1.36592 2.02907 -0.377 4.663 1.749
```
Forces are in eV/Å.

Which value of charge does entry 4 give?
0

What is the formula in the third record?
C29H29N5O2SV

What did the second record say?
Below is a gas-phase ion, C3H10N3O (charge +1), with properties calculated with ωB97M-V with the def2-TZVPD basis set.

Results
Relative energy (zero: lowest compared OMol25 entry of this formula, charge and spin)   39.0 kcal per mole
HOMO energy   -14.9 eV
DFT total energy   -9784.6094 eV
Charge   +1
Frontier orbital gap   11.76 eV
SMILES   C[C@@](N)([NH3+])C(N)=O

Structure (XYZ):
```
17
Properties=species:S:1:pos:R:3:forces:R:3
C 1.27121 -0.07496 0.04910 -1.012 3.674 -0.610
C -0.97846 0.06338 -1.28464 1.705 0.471 1.186
C -0.21660 -0.01773 0.16473 -3.062 0.147 -2.165
N 1.89739 1.08776 -0.11142 1.316 -0.015 -0.233
N -0.69880 1.01450 0.95325 0.793 0.866 2.041
N -0.54986 -1.41970 0.55668 3.322 1.203 3.843
O 1.73588 -1.16645 0.03853 2.472 -2.883 -0.182
H -2.01224 -0.28095 -1.24061 -0.055 0.324 0.361
H -0.48476 -0.53638 -2.04141 0.264 -0.069 -0.058
H -0.88869 1.11638 -1.52086 -0.381 0.027 -0.461
H 1.45263 2.00251 -0.07731 -0.010 -0.600 -0.026
H 2.89801 1.03204 -0.34320 -0.730 0.248 0.292
H -1.69152 0.98982 1.15411 0.120 0.182 -0.096
H -0.13231 1.17274 1.81457 -0.907 -0.116 -0.824
H -0.71572 -1.58426 1.55671 0.184 0.140 -0.284
H 0.41347 -1.76807 0.26924 0.114 -1.469 -0.075
H -1.29964 -1.63061 0.06252 -4.132 -2.131 -2.708
```
Forces are in eV/Å.